The following is a quantum chemistry calculation of C27H38AuN6S as an isolated structure, from OMol25.

Output
Frontier orbital gap (spin up / spin down) (eV): 6.457 / 4.323
Energy above the lowest of the compared OMol25 structures with the same formula, charge and spin (kJ/mol): 8.6
<S²>: 2.09
LUMO (spin up / spin down) (eV): -2.77 / -4.98

ORCA input file:
```
! wB97M-V def2-TZVPD RIJCOSX def2/J DEFGRID3
* xyz 1 3
Au -0.090 0.236 -0.137
C 1.385 3.652 -1.560
C -0.123 3.916 -1.634
C -0.925 3.307 -0.470
N -1.425 1.966 -0.694
C -2.700 1.645 -0.745
C -3.715 2.607 -0.968
C -5.057 2.477 -1.260
C -5.829 1.340 -1.455
C -5.417 0.031 -1.278
C -4.205 -0.442 -0.809
C -3.008 0.221 -0.463
N -2.051 -0.419 0.192
C -2.273 -1.703 0.821
C -1.204 -2.049 1.874
C -0.680 -0.865 2.702
N 0.395 -0.238 1.964
C 1.253 0.627 2.422
C 1.186 1.169 3.736
C 2.111 1.904 4.442
C 3.445 2.150 4.124
C 4.122 1.779 2.955
C 3.609 1.330 1.767
C 2.250 1.063 1.403
N 1.839 1.070 0.166
C 2.672 1.519 -0.939
C 1.824 2.238 -1.989
H 1.711 3.846 -0.533
H 1.893 4.389 -2.185
H -0.526 3.570 -2.589
H -0.273 4.998 -1.592
H -1.729 3.989 -0.188
H -0.257 3.249 0.397
H -3.369 3.631 -0.947
H -5.578 3.418 -1.396
H -6.856 1.496 -1.762
H -6.157 -0.732 -1.492
H -4.151 -1.517 -0.691
H -2.281 -2.511 0.078
H -3.257 -1.684 1.302
H -0.339 -2.496 1.381
H -1.632 -2.799 2.539
H -0.315 -1.233 3.666
H -1.480 -0.143 2.903
H 0.244 0.977 4.238
H 1.780 2.271 5.406
H 4.038 2.644 4.883
H 5.196 1.925 2.969
H 4.329 1.163 0.975
H 3.149 0.645 -1.394
H 3.459 2.193 -0.591
H 0.947 1.619 -2.194
H 2.406 2.300 -2.911
C 1.309 0.803 -5.594
N 1.201 -0.111 -4.469
C 2.479 -0.608 -3.987
C 0.018 -0.511 -3.960
S -0.105 -1.231 -2.412
N -1.080 -0.332 -4.734
C -2.411 -0.368 -4.151
C -1.077 -0.670 -6.155
H 2.088 1.534 -5.368
H 0.374 1.334 -5.748
H 1.592 0.291 -6.517
H 2.959 -1.208 -4.766
H 2.329 -1.222 -3.108
H 3.138 0.226 -3.739
H -2.403 0.112 -3.183
H -2.773 -1.393 -4.035
H -3.087 0.173 -4.816
H -0.086 -0.952 -6.495
H -1.447 0.163 -6.754
H -1.737 -1.527 -6.310
*
```

Mulliken population analysis, charges in e, atoms 1 to 8: Au 0.77; C -1.19; C -0.88; C -0.94; N 0.24; C 1.76; C -0.97; C -0.62

The following is a quantum chemistry calculation of C10H7MnN3O4S2 as an isolated structure, from OMol25.

Output
Frontier orbital gap (spin up / spin down) (eV): 4.118 / 6.330
Energy above the lowest of the compared OMol25 structures with the same formula, charge and spin (kJ/mol): 0.0
<S²>: 4.11
LUMO (spin up / spin down) (eV): -11.85 / -9.82

ORCA input file:
```
! wB97M-V def2-TZVPD RIJCOSX def2/J DEFGRID3
* xyz 2 4
Mn 0.530 1.637 0.910
N -1.144 -1.764 -0.053
C -0.691 -1.549 -1.374
C -0.810 -2.339 -2.505
C -0.236 -1.817 -3.654
C 0.408 -0.570 -3.665
C 0.510 0.218 -2.532
C -0.058 -0.309 -1.379
N -0.150 0.204 -0.069
C -0.789 -0.729 0.679
C -0.955 -0.440 2.097
C -1.545 -1.071 3.140
S -1.334 -0.145 4.569
C -0.516 1.054 3.716
N -0.376 0.777 2.436
H -1.643 -2.579 0.275
H -1.316 -3.294 -2.496
H -0.290 -2.384 -4.573
H 0.834 -0.215 -4.593
H 1.006 1.177 -2.561
H -2.069 -2.014 3.159
H -0.132 1.953 4.181
O 3.467 3.754 0.799
S 2.310 2.988 0.855
O 1.161 3.258 1.840
O 1.423 2.748 -0.396
O 2.405 1.453 1.195
*
```

Mulliken population analysis, charges in e, atoms 1 to 8: Mn 0.65; N 0.06; C 0.37; C -0.94; C -0.51; C -0.66; C -0.58; C 0.78

The following is a quantum chemistry calculation of a 2-piece molecular cluster, C5H13O2 overall in a non-equilibrium geometry, from OMol25.

Output
Frontier orbital gap (eV): 6.085
Energy above the lowest of the compared OMol25 structures with the same formula, charge and spin (kJ/mol): 104.8
LUMO (eV): 3.78

ORCA input file:
```
! wB97M-V def2-TZVPD RIJCOSX def2/J DEFGRID3
* xyz -1 1
C -0.658 0.528 1.866
O -1.850 0.976 2.292
C -0.526 0.616 0.291
C 0.811 0.228 -0.341
C 1.114 -1.227 -0.715
C 0.738 -2.238 0.364
H 0.208 1.179 2.221
H -0.441 -0.526 2.165
H -0.731 1.660 0.042
H -1.365 -0.003 -0.007
H 1.624 0.604 0.303
H 0.969 0.843 -1.237
H 2.170 -1.310 -0.921
H 0.570 -1.502 -1.622
H 1.401 -2.125 1.227
H 0.750 -3.265 -0.007
H -0.265 -2.026 0.744
H -1.154 1.856 -1.956
H -1.746 3.294 -2.136
O -1.620 2.438 -2.573
*
```

Mulliken population analysis, charges in e, atoms 1 to 8: C -0.46; O -0.91; C -0.75; C -0.34; C -0.33; C -1.18; H 0.17; H 0.10

The following is a quantum chemistry calculation of C34H30F4IrN5O6S as an isolated structure, from OMol25.

Output
Frontier orbital gap (spin up / spin down) (eV): 7.075 / 5.516
Energy above the lowest of the compared OMol25 structures with the same formula, charge and spin (kJ/mol): 0.0
<S²>: 0.77
LUMO (spin up / spin down) (eV): -3.62 / -5.16

ORCA input file:
```
! wB97M-V def2-TZVPD RIJCOSX def2/J DEFGRID3
* xyz 1 2
Ir -0.571 1.317 0.276
C 2.621 2.516 -0.891
C 1.937 3.420 0.114
N 0.451 3.257 0.212
C -0.146 3.805 -1.035
C -1.634 3.503 -1.151
C -0.033 4.042 1.401
C -0.421 3.090 2.512
N -1.353 2.153 1.886
C -2.214 1.400 2.683
C -3.477 1.062 2.180
F -3.858 1.538 0.978
C -4.354 0.263 2.881
F -5.534 -0.040 2.326
C -4.039 -0.209 4.140
C -2.814 0.142 4.667
F -2.460 -0.299 5.875
C -1.914 0.922 3.960
F -0.718 1.177 4.505
H 2.558 1.476 -0.582
H 3.675 2.790 -0.938
H 2.217 2.614 -1.898
H 2.117 4.471 -0.137
H 2.340 3.242 1.103
H 0.374 3.346 -1.871
H 0.034 4.882 -1.080
H -1.933 2.498 -0.790
H -1.941 3.536 -2.195
H -2.264 4.176 -0.573
H -0.919 4.604 1.108
H 0.740 4.751 1.697
H -0.927 3.641 3.308
H 0.462 2.611 2.944
H -4.731 -0.824 4.697
O 1.498 -0.282 3.632
S 1.726 -0.025 2.246
O 2.299 1.221 1.844
N 0.279 -0.142 1.399
C -0.503 -1.244 1.634
C -0.290 -2.324 2.517
C -1.150 -3.395 2.476
C -2.236 -3.468 1.574
C -2.475 -2.442 0.699
C -3.546 -2.382 -0.281
C -3.590 -1.393 -1.174
C -2.534 -0.340 -1.195
N -1.790 -0.237 0.003
C -1.624 -1.314 0.763
C 2.653 -1.354 1.553
C 2.654 -1.548 0.177
C 3.427 -2.565 -0.355
C 4.190 -3.369 0.485
C 4.179 -3.164 1.856
C 3.402 -2.153 2.403
H 0.519 -2.315 3.228
H -0.988 -4.215 3.162
H -2.880 -4.338 1.579
H -4.306 -3.153 -0.272
H -4.374 -1.322 -1.914
H -2.921 0.633 -1.492
H 2.049 -0.919 -0.465
H 3.436 -2.734 -1.424
H 4.794 -4.163 0.065
H 4.774 -3.794 2.504
H 3.375 -1.981 3.471
O -1.591 -0.732 -2.313
C -0.388 -0.226 -2.419
O 0.114 0.628 -1.678
C 0.402 -0.780 -3.545
C -0.159 -1.696 -4.432
C 0.608 -2.207 -5.466
C 1.919 -1.788 -5.579
C 2.501 -0.882 -4.712
C 1.727 -0.373 -3.684
N 2.745 -2.339 -6.681
O 2.201 -3.097 -7.451
O 3.901 -1.982 -6.734
H -1.186 -2.008 -4.313
H 0.208 -2.916 -6.175
H 3.531 -0.592 -4.851
H 2.145 0.338 -2.985
*
```

Mulliken population analysis, charges in e, atoms 1 to 8: Ir 1.88; C -1.20; C -1.37; N 0.11; C -0.69; C -0.57; C -0.89; C -0.73

The following is a quantum chemistry calculation of an isolated ion of composition C15H27Br3IO4P2 and charge +1 in a non-equilibrium geometry, from OMol25.

Output
Frontier orbital gap (eV): 8.994
LUMO (eV): -3.85

ORCA input file:
```
! wB97M-V def2-TZVPD RIJCOSX def2/J DEFGRID3
* xyz 1 1
C -2.090 -2.643 -2.622
C -2.539 -3.915 -1.744
O -1.714 -4.159 -0.571
P -2.068 -3.096 0.707
O -3.491 -2.529 0.699
C -0.712 -1.762 0.705
C -1.100 -0.491 -0.239
C -0.742 0.891 0.510
P 0.875 1.694 -0.139
C 2.275 0.537 0.368
C 2.982 -0.257 -0.830
O 4.182 0.049 -1.074
I 2.096 -1.816 -2.049
C 0.636 1.910 -1.992
C 1.972 2.232 -2.827
C 1.541 2.917 -4.219
Br 3.375 3.205 -1.818
C 0.934 3.396 0.708
Br 0.614 5.061 -0.366
C 1.165 3.597 2.091
C 1.225 5.052 2.800
Br 1.441 2.053 3.326
O -1.809 -3.993 2.157
C -1.869 -3.119 3.315
C -0.405 -3.084 4.010
H -0.985 -2.410 -2.439
H -2.174 -2.913 -3.744
H -2.761 -1.723 -2.431
H -2.405 -4.836 -2.425
H -3.655 -3.845 -1.500
H -0.445 -1.383 1.754
H 0.237 -2.277 0.302
H -0.687 -0.577 -1.297
H -2.252 -0.547 -0.345
H -1.562 1.666 0.246
H -0.741 0.810 1.654
H 3.077 1.065 1.012
H 1.827 -0.269 1.071
H 0.087 1.045 -2.511
H -0.058 2.829 -2.124
H 2.429 1.208 -3.107
H 0.400 2.785 -4.359
H 1.874 3.997 -4.345
H 2.009 2.295 -5.074
H 1.712 5.844 2.142
H 1.940 4.905 3.698
H 0.206 5.355 3.220
H -2.148 -2.030 3.060
H -2.617 -3.455 4.111
H -0.350 -3.822 4.896
H 0.380 -3.404 3.235
H -0.112 -2.043 4.393
*
```

Mulliken population analysis, charges in e, atoms 1 to 8: C -0.48; C -0.34; O -0.40; P 0.90; O -0.73; C -0.19; C 0.26; C -0.91

The following is a quantum chemistry calculation of an isolated molecule of H5N4OP in a non-equilibrium geometry, from OMol25.

Output
Frontier orbital gap (eV): 8.429
Energy above the lowest of the compared OMol25 structures with the same formula, charge and spin (kJ/mol): 157.9
LUMO (eV): 0.18
SMILES: NNNNP=O

ORCA input file:
```
! wB97M-V def2-TZVPD RIJCOSX def2/J DEFGRID3
* xyz 0 1
N -0.761 0.308 -1.589
N -1.238 0.471 -0.289
N -0.432 -0.225 0.702
N 0.630 0.473 1.305
P 2.170 -0.178 1.381
O 2.088 -1.199 0.329
H 0.272 0.344 -1.502
H -1.073 -0.436 -2.216
H -2.207 0.091 -0.285
H 0.008 -0.969 0.249
H 0.544 1.321 1.915
*
```

Mulliken population analysis, charges in e, atoms 1 to 8: N -0.48; N -0.22; N -0.36; N -0.08; P 0.27; O -0.51; H 0.26; H 0.22

The following is a quantum chemistry calculation of an isolated molecule of C5H7N, from OMol25.

Output
Frontier orbital gap (eV): 7.899
Energy above the lowest of the compared OMol25 structures with the same formula, charge and spin (kJ/mol): 490.5
LUMO (eV): -0.33

ORCA input file:
```
! wB97M-V def2-TZVPD RIJCOSX def2/J DEFGRID3
* xyz 0 1
C 0.398 -1.218 0.006
C 1.096 0.020 -0.520
C 0.608 1.258 -0.395
C -0.579 1.933 -0.013
N -1.963 -0.470 0.196
C -0.881 -0.880 0.728
H 1.068 -1.775 0.673
H 0.171 -1.892 -0.834
H 2.050 -0.127 -1.017
H 1.196 2.111 -0.787
H -0.419 2.433 0.965
H -1.871 -0.441 -0.825
H -0.873 -0.953 1.821
*
```

Mulliken population analysis, charges in e, atoms 1 to 8: C -0.41; C -0.33; C 0.03; C -0.57; N -0.55; C -0.23; H 0.30; H 0.25

The following is a quantum chemistry calculation of C5H11O4Sn as an isolated structure in a non-equilibrium geometry, from OMol25.

Output
Frontier orbital gap (spin up / spin down) (eV): 4.973 / 4.747
Energy above the lowest of the compared OMol25 structures with the same formula, charge and spin (kJ/mol): 717.6
<S²>: 1.61
LUMO (spin up / spin down) (eV): -0.40 / -0.52

ORCA input file:
```
! wB97M-V def2-TZVPD RIJCOSX def2/J DEFGRID3
* xyz 0 2
C -2.012 2.149 -0.097
O -0.982 2.164 0.828
C -2.456 0.727 -0.431
O -1.246 0.007 -0.715
C -1.240 -1.358 -0.640
C 0.156 -1.884 -0.629
O 0.953 -1.100 0.218
Sn 0.285 0.749 0.536
H -1.691 2.632 -1.046
H -2.912 2.695 0.250
H -3.121 0.684 -1.307
H -2.956 0.244 0.421
H -2.093 -1.889 -1.068
H 0.576 -1.867 -1.662
H 0.143 -2.941 -0.305
O 2.083 1.197 0.163
H 2.647 1.572 0.841
C 2.877 -0.467 -0.249
H 3.001 -0.107 -1.289
H 3.103 -0.962 0.714
H 3.783 -1.019 -0.529
*
```

Mulliken population analysis, charges in e, atoms 1 to 8: C -0.46; O -0.52; C -0.39; O -0.28; C -0.46; C -0.11; O -0.41; Sn 0.49